# 1
An isolated molecule of C5H13NO, computed with the ωB97M-V functional and the def2-TZVPD basis.

SMILES: CCNCCCO
charge: 0
Kohn-Sham gap: 9.2072 eV
highest occupied orbital energy: -8.22 eV
E_LUMO: 0.98 eV
ΔE to the lowest compared entry with this formula, charge and spin: 191.42 kJ/mol

Last column: Mulliken charge in e.
Cartesian coordinates (Å):
O 2.04 -0.67 1.11  -0.5477
N -0.95 0.68 0.47  -0.2329
C 1.36 -1.06 -0.13  -0.3401
C -0.43 2.30 -1.38  -1.2201
C -1.14 0.99 -0.98  -0.3933
C -0.03 -1.56 0.06  -0.7053
C -0.98 -0.70 0.93  -0.6004
H -0.69 0.15 -1.47  0.2321
H -0.13 -2.49 0.65  0.3467
H -0.42 -1.75 -0.97  0.3352
H -2.21 0.91 -1.19  0.4101
H 0.45 2.42 -0.75  0.3293
H -0.07 2.13 -2.40  0.3266
H -2.01 -1.04 1.05  0.3466
H -0.33 -0.74 1.82  0.2849
H 1.43 -0.16 -0.78  0.2028
H -1.39 1.46 0.94  0.2198
H 2.01 -1.83 -0.57  0.3430
H -1.06 3.19 -1.38  0.3481
H 2.04 -1.50 1.60  0.3148



# 2
A structure of composition C10H20O19Rb4S4, computed with the ωB97M-V functional and the def2-TZVPD basis.

charge: +2
Kohn-Sham gap: 7.5508 eV
highest occupied orbital energy: -14.37 eV
E_LUMO: -6.82 eV

Last column: Mulliken charge in e.
Cartesian coordinates (Å):
Rb -4.07 -2.37 1.08  0.9675
Rb -0.52 -4.25 -0.40  1.1079
Rb -3.39 1.63 1.25  0.9724
Rb 0.49 -1.52 3.15  0.8921
S 0.32 -0.02 -5.55  1.0200
S 5.04 -1.47 -1.29  1.0826
S -7.40 -0.52 -0.03  1.0786
S -1.23 -0.56 0.13  0.0556
O -2.43 -0.80 -0.71  -0.5208
O 6.32 -1.90 -0.99  -0.5181
O -1.06 -0.28 -4.78  -0.3612
O -0.77 0.82 0.11  -0.4647
O -0.18 -1.52 -0.27  -0.4449
O -7.89 -0.92 -1.46  -0.3070
O 1.22 0.22 -4.25  -0.2959
O 4.77 -0.29 -2.01  -0.4799
O -8.36 0.32 0.55  -0.4974
O 2.23 3.13 2.38  -0.3477
O 1.48 1.73 3.99  -0.6173
O -6.10 0.30 -0.51  -0.2573
O 4.20 -1.41 0.11  -0.2569
O 0.20 1.17 -6.29  -0.5212
O 3.12 3.21 4.32  -0.2966
O -7.04 -1.70 0.72  -0.5725
O 4.22 -2.69 -1.93  -0.3040
O 0.76 -1.20 -6.16  -0.5213
O -1.66 -0.88 1.53  -0.6429
C 3.24 -2.45 0.13  0.1161
C 1.44 2.52 1.38  -0.4565
C -0.89 -0.27 -3.37  -0.0634
C 2.23 2.60 3.59  0.7996
C 0.42 0.44 -3.09  0.0354
C 4.71 3.28 6.11  -1.1544
C -5.69 -0.08 -1.86  -0.0159
C -6.86 -0.88 -2.47  -0.2835
C 3.75 -3.49 -0.85  -0.4116
C 3.36 2.76 5.65  -0.2101
H -7.28 -0.41 -3.35  0.3018
H -0.99 -1.28 -2.96  0.1568
H 5.47 3.15 5.34  0.3200
H 2.59 3.18 6.31  0.2824
H -6.59 -1.92 -2.65  0.2557
H 0.96 0.03 -2.24  0.0734
H -4.77 -0.65 -1.76  0.0798
H 1.44 1.44 1.51  0.1602
H -5.59 0.83 -2.44  0.2701
H 5.03 2.69 6.97  0.3631
H 2.30 -2.06 -0.28  -0.0010
H -1.72 0.30 -2.94  0.1894
H 4.65 4.30 6.47  0.3116
H 0.28 1.51 -2.92  0.2708
H 4.59 -4.05 -0.44  0.3733
H 3.10 -2.85 1.13  0.1579
H 3.31 1.68 5.72  0.2952
H 2.97 -4.18 -1.15  0.2513
H 1.84 2.73 0.40  0.3229
H 0.41 2.89 1.39  0.2606



# 3
An isolated molecule of C4H8, computed with the ωB97M-V functional and the def2-TZVPD basis.

SMILES: C=C(C)C
charge: 0
Kohn-Sham gap: 10.4329 eV
highest occupied orbital energy: -9.27 eV
E_LUMO: 1.16 eV
ΔE to the lowest compared entry with this formula, charge and spin: 24.41 kJ/mol

Last column: Mulliken charge in e.
Cartesian coordinates (Å):
C -0.57 1.00 -0.77  -1.2304
C 0.14 -0.15 -0.09  0.8967
C 0.99 -0.87 -0.79  -0.9090
C -0.19 -0.38 1.36  -1.1796
H 0.66 -0.25 2.00  0.3004
H -0.98 0.30 1.74  0.3223
H -0.56 -1.38 1.53  0.3044
H 1.58 -1.67 -0.35  0.2960
H 1.16 -0.60 -1.85  0.2589
H -1.26 0.67 -1.56  0.2858
H 0.15 1.74 -1.18  0.3153
H -1.14 1.60 -0.04  0.3393



# 4
An isolated molecule of C2H2OS2, computed with the ωB97M-V functional and the def2-TZVPD basis.

SMILES: Oc1css1
charge: 0
Kohn-Sham gap: 8.4315 eV
highest occupied orbital energy: -8.44 eV
E_LUMO: 0.00 eV
ΔE to the lowest compared entry with this formula, charge and spin: 125.72 kJ/mol

Last column: Mulliken charge in e.
Cartesian coordinates (Å):
S 1.05 0.67 2.25  -0.1373
S -0.18 -0.91 2.71  -0.0991
O 0.84 0.63 -0.56  -0.4398
C -0.44 -0.86 0.94  -0.5344
C 0.47 0.07 0.56  0.3513
H -0.91 -1.51 0.37  0.5044
H 0.97 1.52 -0.31  0.3549



# 5
An isolated molecule of C8H13B, computed with the ωB97M-V functional and the def2-TZVPD basis.

SMILES: C/B=C/C=C\C=C(C)C
charge: 0
Kohn-Sham gap: 7.7328 eV
highest occupied orbital energy: -7.17 eV
E_LUMO: 0.57 eV
ΔE to the lowest compared entry with this formula, charge and spin: 124.91 kJ/mol

Last column: Mulliken charge in e.
Cartesian coordinates (Å):
C 1.41 2.01 0.04  -0.3255
C -2.58 0.78 -0.25  -1.4480
C 2.45 1.03 -0.26  -0.4435
C 0.15 1.73 0.38  -0.3082
C -0.29 0.39 0.76  -0.8936
C -2.00 -1.53 0.68  -1.2318
C -1.54 -0.03 0.43  0.8190
C 2.50 -1.78 -0.75  -0.8358
B 2.42 -0.32 -0.55  -0.0665
H -1.13 -2.28 0.50  0.2491
H 1.59 3.07 -0.18  0.3043
H -3.26 1.16 0.64  0.2201
H -2.13 1.51 -0.87  0.4730
H -3.27 0.18 -0.84  0.4226
H -0.57 2.53 0.65  0.3737
H 2.94 -2.23 0.03  0.3748
H 0.45 -0.30 1.01  0.7662
H 3.12 -2.02 -1.68  0.2890
H 3.34 1.63 -0.38  0.2762
H 1.54 -2.17 -0.96  0.3240
H -2.71 -1.72 -0.09  0.3905
H -2.43 -1.63 1.70  0.2703



# 6
An isolated molecule of C3H5N3S2, computed with the ωB97M-V functional and the def2-TZVPD basis.

SMILES: Cn1cnnc1SS
charge: 0
Kohn-Sham gap: 9.1019 eV
highest occupied orbital energy: -8.94 eV
E_LUMO: 0.16 eV
ΔE to the lowest compared entry with this formula, charge and spin: 118.99 kJ/mol

Last column: Mulliken charge in e.
Cartesian coordinates (Å):
S -1.81 -1.06 0.53  -0.1306
S -3.50 -0.54 -0.49  -0.1883
N 0.79 0.04 -0.06  0.0173
N 0.23 2.19 0.00  -0.5768
N -0.92 1.56 0.25  -0.2183
C -0.77 0.29 0.26  0.3114
C 1.51 -1.19 -0.08  -0.7527
C 1.19 1.31 -0.16  0.0558
H 1.76 -1.52 0.93  0.2893
H 2.20 1.59 -0.36  0.4166
H -3.99 0.33 0.39  0.1770
H 2.42 -1.06 -0.66  0.3247
H 0.89 -1.95 -0.55  0.2745



# 7
A cluster of 15 separate species, C51H87N3O12 in total, computed with the ωB97M-V functional and the def2-TZVPD basis.

charge: 0
Kohn-Sham gap: 9.1326 eV
highest occupied orbital energy: -8.89 eV
E_LUMO: 0.24 eV

Last column: Mulliken charge in e.
Cartesian coordinates (Å):
O -6.16 0.95 -1.24  -0.5770
O -2.99 3.99 0.08  -0.5088
O 1.13 -3.67 -2.63  -0.4507
O 5.28 3.23 2.53  -0.5341
O 2.49 3.35 -0.65  -0.2621
O 3.00 -1.82 2.51  -0.4419
O -4.46 1.12 -4.44  -0.6821
O 0.93 5.78 3.65  -0.6031
O -2.94 -4.49 -0.91  -0.4211
O -0.83 1.96 4.38  -0.5158
O 0.06 3.74 -3.94  -0.5319
O 5.25 -3.73 -2.28  -0.6289
N -2.71 -1.16 3.38  0.1602
N 1.07 -5.60 2.39  -0.5100
N -1.47 -0.40 -0.86  1.3851
C 1.89 5.18 3.23  0.3487
C 1.34 -3.20 -3.74  0.9047
C 4.44 -4.06 -0.09  -0.7925
C 0.06 -5.06 0.29  0.4856
C -2.48 2.12 2.70  0.4579
C -3.61 2.14 -2.44  0.0557
C 1.75 3.79 2.70  0.8559
C -2.79 -3.75 -3.13  -0.2249
C 3.23 5.86 3.08  -0.7976
C 1.15 -0.02 -0.02  -0.2562
C -4.19 -0.36 -2.61  3.4842
C -3.52 -4.33 -1.94  0.6445
C -4.94 -4.78 -2.13  -1.3839
C 0.75 -1.24 -0.54  -0.2320
C 2.23 3.38 -4.75  -1.2812
C -2.71 -2.10 4.31  -0.4483
C -0.84 4.81 0.55  0.0955
C -0.58 -1.39 -0.91  -0.0315
C -2.13 4.78 -0.23  0.6415
C 0.33 -2.27 -4.35  -0.0277
C 2.99 4.42 -0.93  0.8179
C -2.53 -3.45 4.05  -0.8599
C -7.25 -1.16 -1.19  -1.3336
C 0.34 -6.69 2.43  -0.5636
C 4.32 -1.78 -1.31  0.0852
C 7.18 2.01 1.86  -1.4154
C -5.01 -0.70 0.02  -0.6367
C -6.13 -0.21 -0.87  1.4243
C 2.77 -2.22 4.81  -1.6150
C 0.94 2.95 -4.12  0.6260
C 2.19 5.42 -1.74  -1.0175
C -2.00 1.96 4.11  0.9176
C 0.24 1.01 0.04  0.3093
C 0.95 -1.07 3.43  0.1641
C 0.95 -4.81 1.32  -0.6152
C 4.74 -3.23 -1.30  0.6373
C -2.36 -3.80 2.72  -0.5046
C -0.55 -7.04 1.43  -0.4849
C 4.43 4.69 -0.65  -1.0341
C -1.05 0.79 -0.43  -1.1575
C -3.06 1.76 5.16  -1.2653
C 2.67 -3.38 -4.43  -1.3079
C -2.35 -2.83 1.76  0.8510
C -2.53 -1.51 2.11  -0.7875
C 4.83 1.51 0.96  -0.3218
C 5.71 2.33 1.86  0.6999
C 0.79 1.53 -3.67  -0.1915
C -2.32 5.75 -1.38  -1.3351
C -0.74 -6.18 0.36  -0.5664
C -4.08 0.97 -3.29  0.2476
C 2.30 -1.73 3.48  0.6282
H -2.91 1.21 2.27  -0.3715
H -4.96 -1.79 0.04  0.1505
H -4.51 -1.12 -3.33  0.3029
H 4.07 -1.44 -0.30  -0.2986
H 0.87 -0.21 4.10  0.5909
H 2.35 3.77 1.78  -0.6019
H 4.51 4.97 0.41  0.1219
H -1.07 -7.99 1.43  0.3939
H 0.43 -1.31 -3.83  -0.2725
H -2.18 -4.85 2.50  0.4431
H 3.99 5.18 2.70  0.0313
H 5.28 1.43 -0.03  0.3707
H 2.67 2.75 -5.52  0.3956
H 3.59 6.36 3.98  0.4088
H -5.03 -5.42 -3.00  0.4414
H 0.54 1.97 0.44  -0.9317
H -1.81 -4.23 -3.12  0.3769
H -2.56 -2.69 -2.96  -0.4535
H -2.93 -1.74 5.31  0.3252
H 7.35 0.96 2.13  0.3536
H 4.29 -3.48 0.82  0.1392
H -4.43 2.55 -1.84  0.4483
H -0.23 3.97 0.21  -0.6396
H 0.73 3.53 2.48  -0.4859
H -1.43 -6.42 -0.44  0.4633
H 0.15 -1.80 3.56  0.0009
H -1.54 6.49 -1.49  0.3479
H 2.96 3.44 -3.94  0.1529
H -5.58 -3.90 -2.30  0.1852
H -3.33 0.70 5.23  0.1031
H -4.98 -0.28 -1.86  -2.3615
H -0.68 -2.61 -4.15  -0.3360
H 1.16 5.10 -1.62  0.0355
H 3.80 -2.55 4.70  0.3730
H -3.29 6.23 -1.22  0.4189
H 2.64 -4.15 -5.20  0.4075
H 1.42 -2.07 -0.72  0.5227
H -1.65 2.44 2.08  -0.6589
H 3.43 -3.68 -3.72  0.1928
H 1.44 0.87 -4.26  0.4402
H 3.50 -4.59 -0.28  0.0383
H 2.37 5.36 -2.81  0.2428
H 5.21 -4.82 0.01  0.4953
H -2.53 -4.20 4.83  0.4786
H -4.06 -0.33 -0.38  -0.2483
H -1.08 4.68 1.60  0.4624
H 7.58 2.15 0.85  0.3307
H -8.05 -0.66 -1.73  0.4302
H -0.25 1.22 -3.73  0.2009
H 3.88 2.04 0.84  -0.4825
H -5.12 -0.36 1.05  0.5205
H -0.03 -4.33 -0.50  0.3608
H 1.66 -3.99 1.30  0.5695
H 7.71 2.66 2.54  0.3749
H 5.12 -1.15 -1.69  0.5221
H -2.51 -0.67 1.44  0.1254
H 2.20 2.95 3.23  0.5198
H -7.66 -1.62 -0.28  0.3826
H -2.78 1.85 -1.80  -0.3418
H -5.31 -5.23 -1.21  0.3355
H 2.12 4.39 -5.14  0.3747
H -2.45 5.15 -2.29  0.2009
H 3.42 -1.66 -1.92  -0.1044
H 2.94 -2.45 -4.93  0.3695
H 5.02 3.77 -0.73  0.1776
H -2.23 -3.11 0.71  0.0787
H 1.24 1.41 -2.68  -0.0793
H -0.86 -2.38 -1.29  -0.4599
H 2.17 0.12 0.32  -0.3942
H 4.85 5.50 -1.24  0.4372
H 3.08 6.65 2.33  0.2281
H -3.25 2.89 -3.15  0.3996
H -3.26 -0.67 -2.11  -1.2890
H 0.49 -2.08 -5.41  0.5110
H -2.73 2.03 6.16  0.3799
H 2.16 -3.06 5.15  0.3566
H -0.24 5.70 0.37  0.4871
H 4.68 0.53 1.40  0.5679
H 2.70 -1.43 5.56  0.4100
H 2.27 6.42 -1.31  0.4264
H 0.83 -0.64 2.43  -0.4591
H -1.81 1.56 -0.35  0.8302
H -3.36 -3.80 -4.05  0.5125
H -3.22 2.92 2.64  0.5499
H -6.85 -1.97 -1.81  0.1449
H -3.95 2.32 4.90  0.3546
H 0.41 -7.31 3.32  0.3733



# 8
A structure of composition C45H35BrN3O2P2RuS3, computed with the ωB97M-V functional and the def2-TZVPD basis.

charge: 0
Kohn-Sham gap (spin up / spin down): 5.3592 / 3.8502 eV
2S+1: 2
highest occupied orbital energy (spin up / spin down): -6.38 / -6.38 eV
E_LUMO (spin up / spin down): -1.02 / -2.53 eV
ΔE to the lowest compared entry with this formula, charge and spin: 183.05 kJ/mol

Last column: Mulliken charge in e.
Cartesian coordinates (Å):
Ru -0.56 -2.02 0.63  0.3883
Br 0.63 -5.65 3.34  -0.1806
S 0.21 7.25 -2.99  -0.3577
S 1.76 2.85 0.44  -0.1802
S 0.44 5.33 -0.70  -0.1217
P 2.52 -2.99 -1.43  -0.3304
P -1.42 -0.07 1.48  3.0477
O -0.49 -2.89 2.50  -0.5708
O -2.57 -3.22 1.90  -0.5462
N 2.25 4.02 -1.93  -0.5220
N 1.83 5.07 -2.75  0.4014
N 1.11 -1.20 1.30  1.8812
C 0.02 -3.96 -0.67  -0.5888
C 3.88 4.91 -4.01  -0.2715
C 2.43 -1.57 1.09  -0.3627
C -1.38 -3.93 -0.53  -0.8454
C -4.13 -0.51 1.64  -0.1920
C 3.08 0.96 -2.53  -0.9011
C 2.92 -1.44 -2.27  0.5850
C -3.23 -4.76 5.81  -0.8070
C -2.96 3.34 -0.11  -0.8513
C -3.03 -0.35 3.77  -0.5089
C 3.38 -1.59 -3.58  -0.8219
C -1.64 -3.41 2.69  1.0403
C 2.51 5.15 -3.99  0.3909
C -1.83 -4.25 3.91  -0.1051
C -1.15 -5.93 5.50  -0.5313
C 4.57 4.96 -5.22  -0.6036
C -2.12 -2.83 -0.98  -0.2779
C -2.97 -0.32 2.38  0.3587
C -3.00 -4.05 4.65  -0.3482
C 2.43 0.28 2.37  -0.9205
C -2.27 3.47 -1.31  -0.7445
C 1.83 5.42 -5.17  -0.4376
C 3.53 0.79 -3.83  -0.3780
C -5.34 -0.74 2.27  -0.8283
C 1.14 -0.06 2.10  -0.5601
C 1.59 4.00 -0.81  -0.1491
C -1.45 -1.72 -1.52  -0.6336
C -0.05 -1.72 -1.61  -0.5917
C 2.77 -0.15 -1.75  0.2545
C 3.25 -0.68 1.72  -0.7957
C -1.05 1.47 -0.82  -0.5315
C -1.31 2.54 -1.66  -1.0547
C -5.40 -0.77 3.66  -0.4582
C -2.71 2.26 0.71  -0.7320
C -0.13 0.48 2.63  -1.5369
C -2.30 -5.70 6.24  -0.5010
C 2.53 5.47 -6.37  -0.6838
C -1.77 1.29 0.35  0.5134
C 3.89 5.24 -6.40  -0.4841
C -4.25 -0.57 4.40  -0.8432
C 3.69 -0.49 -4.36  -0.7501
C 2.89 -2.79 0.38  -0.9502
C -0.92 -5.21 4.35  0.3493
C 0.88 5.90 -2.28  0.1561
C 0.70 -2.86 -1.24  0.9467
H 2.41 0.03 -0.75  0.1770
H -2.47 -6.26 7.15  0.3801
H -0.13 1.57 2.70  0.4638
H 1.99 5.68 -7.28  0.3616
H 4.04 -0.62 -5.37  0.4057
H -2.00 -0.84 -1.83  0.4680
H -6.23 -0.89 1.68  0.4186
H -3.69 4.08 0.18  0.4458
H 0.58 -4.83 -0.35  0.6253
H -4.09 -0.48 0.55  0.5172
H 2.75 1.13 2.95  0.5346
H 4.43 5.28 -7.33  0.3940
H -3.19 -2.81 -0.85  0.3479
H -3.26 2.16 1.64  0.4405
H -0.72 2.67 -2.56  0.4320
H -3.72 -3.33 4.28  0.4587
H 3.51 -2.59 -3.99  0.3477
H -0.34 0.05 3.61  0.5750
H 0.77 5.61 -5.14  0.3569
H 3.76 1.66 -4.44  0.4896
H 0.47 -0.86 -2.00  0.7576
H -4.29 -0.59 5.49  0.4274
H 2.94 1.95 -2.12  0.5106
H 2.52 -3.71 0.84  0.2079
H 4.39 4.68 -3.09  0.4370
H -2.46 4.32 -1.95  0.4636
H -2.15 -0.21 4.37  0.2916
H 5.64 4.77 -5.23  0.3894
H -6.35 -0.93 4.15  0.3990
H -0.44 -6.68 5.82  0.4231
H 4.33 -0.72 1.73  0.5080
H -4.13 -4.59 6.38  0.4204
H -1.89 -4.75 -0.05  0.2933
H 3.98 -2.83 0.46  0.6462
H -0.23 0.81 -1.06  0.2625